Entry from the OMol25 dataset: one molecule with the formula C6H7NO (ωB97M-V/def2-TZVPD).

Results
- SMILES string: O=C1CN2CC=C[C@H]12
- Orbital gap: 9.5 eV
- LUMO energy: 0.50 eV
- ΔE to the lowest compared entry with this formula, charge and spin: 461.5 kJ/mol
- DFT total energy: -9867.8746 eV
- HOMO energy: -9.04 eV
- Net charge: 0

```
15
Properties=species:S:1:pos:R:3:forces:R:3
O 2.761 0.608 -0.445 -6.4275 -1.9329 4.2178
C 1.674 0.131 0.188 7.1461 4.2081 -0.6751
C 1.096 -1.129 -0.072 -0.2642 -2.9509 -0.0936
N -0.173 -0.760 0.568 1.2649 -0.7659 2.6672
C -1.367 -0.593 -0.211 -1.0626 -4.8227 1.2528
C -1.362 0.788 -0.436 0.9957 5.6861 -1.4869
C -0.308 1.554 0.104 -4.8295 -9.3846 1.2676
C 0.381 0.579 1.061 1.0060 -0.8255 -4.8152
H 1.666 -2.114 0.177 -1.1878 1.7371 -0.2180
H 1.132 -0.946 -1.113 -0.7417 -1.1374 -2.0995
H -1.190 -1.315 -1.066 -0.6560 1.2055 0.1597
H -2.422 -1.072 0.300 2.7396 1.4691 -1.0156
H -2.121 1.192 -1.120 0.4655 0.2174 0.2649
H -0.121 2.476 -0.043 1.1946 6.4079 -0.8557
H 0.354 0.602 2.107 0.3569 0.8888 1.4297
```
Forces are in eV/Å.